9 unconnected molecules or ions with the total composition C38H71F6N12O8S2 in a non-equilibrium geometry. Source: the Open Molecules 2025 dataset; level of theory: ωB97M-V/def2-TZVPD.

The geometry in XYZ format:
```
137
Properties=species:S:1:pos:R:3:forces:R:3
C 2.730 0.450 -0.037 -0.256 -0.334 -0.175
C -6.296 0.872 3.321 0.713 -0.452 0.143
H 0.676 4.816 5.262 -0.149 0.255 0.536
H 5.761 4.297 -1.712 -0.043 0.252 0.093
C -6.871 -2.759 2.975 2.572 3.064 0.079
H 0.809 -3.018 -6.109 -0.121 -0.369 -0.307
H 0.210 3.180 4.996 0.177 -0.451 0.856
H 2.199 -6.306 -4.691 -0.148 0.120 -0.092
C -2.150 -8.075 3.506 -0.433 -0.718 -0.739
H -5.687 2.203 4.751 0.307 0.041 0.573
H 1.995 0.489 -4.972 -0.088 0.194 -0.265
H 2.945 -3.408 -0.821 -0.210 0.214 0.549
H -0.155 -3.802 -0.322 0.174 -0.305 -0.657
N 3.861 2.936 2.665 0.313 -2.405 0.705
H 2.556 2.143 -8.769 0.203 -0.460 -0.036
H 4.242 -0.874 4.446 -0.374 -0.001 -0.136
N 2.893 1.764 -0.657 2.233 2.766 -1.316
N -8.099 -2.219 2.887 -0.814 1.415 0.791
H 1.451 -2.249 -3.803 -0.297 -0.096 0.626
N 3.912 0.748 3.167 1.907 4.018 -1.706
H 0.724 4.422 -3.961 -0.145 0.045 -0.405
H 1.993 4.868 -1.342 0.282 0.062 -0.597
F -4.235 -2.341 -3.900 0.080 0.005 0.696
C 3.645 2.107 -6.801 0.744 1.148 -1.641
H -1.387 -8.636 2.966 0.184 0.290 0.329
H 0.922 2.545 -0.482 -0.016 0.170 0.317
H -0.956 -3.850 1.875 0.020 -0.385 -0.212
C 2.594 2.534 3.117 0.566 -0.164 -0.441
C -5.751 1.115 4.716 -0.791 1.036 -0.495
H -6.637 -3.808 2.869 -0.291 0.175 -0.033
H 4.951 4.977 4.195 0.200 0.172 -0.002
H -1.073 4.596 3.792 0.135 0.094 -0.397
H 1.542 -2.293 -1.201 0.340 0.007 0.010
H 4.542 2.634 -6.476 -0.182 0.317 0.393
H 2.206 0.571 0.911 -0.145 -0.051 -0.291
C 2.006 -5.426 -4.095 0.901 0.580 1.579
H 3.972 1.070 -6.716 -0.853 -0.190 0.061
C 3.476 2.544 -8.344 -0.921 -0.312 1.301
H -2.750 1.625 3.609 -0.284 0.163 -0.111
H 5.286 4.203 1.776 0.480 -0.267 0.913
H 4.351 2.231 -8.914 -0.096 -0.262 0.217
H 2.548 4.572 -6.142 -0.380 0.047 -0.051
F -2.422 -3.122 -2.922 -0.561 0.105 0.018
H 5.819 4.664 -4.043 0.005 0.288 0.086
C -2.425 3.352 4.716 -1.794 -2.581 1.553
H 3.736 4.614 1.452 -0.679 -0.154 0.038
H -1.893 -7.837 4.539 0.034 0.116 -0.331
C -9.300 -2.963 2.605 -1.219 0.253 -0.474
C 0.893 -4.061 -0.172 1.512 0.780 1.126
H -7.090 1.552 3.013 0.010 -0.080 0.228
N 1.807 -3.964 -2.402 0.722 0.237 -3.135
C 1.500 -3.861 -6.087 0.325 -0.212 0.688
H 1.156 -4.768 -6.583 -0.435 0.276 0.109
C -5.995 -1.649 3.140 -1.845 -1.157 -0.152
H -3.069 -8.655 3.426 0.083 -0.208 0.468
H -8.909 -0.168 3.126 -0.171 -0.324 -0.096
F -2.815 -1.772 0.329 0.642 0.447 -0.080
H 4.432 5.500 -1.889 0.547 0.231 -0.246
H 3.368 3.613 -8.525 0.256 0.174 0.601
O -0.413 0.707 2.092 -0.994 -0.692 -0.798
H 1.106 -3.685 0.829 0.001 0.020 0.207
H 3.673 -0.064 0.153 0.244 0.478 -0.168
C -2.420 -0.838 1.214 -0.329 0.221 -0.973
C 2.465 3.896 -1.342 0.939 -0.998 1.269
C 1.844 1.555 -5.060 -0.470 3.768 0.233
F -3.346 0.121 1.220 -0.032 0.241 0.017
C 0.118 1.722 -3.204 -0.907 1.379 0.060
C -1.436 -5.756 2.682 5.739 -2.984 2.262
H 2.430 -3.592 -6.588 0.149 0.068 0.386
H -10.063 -2.192 2.498 -0.386 -0.451 0.185
C 2.628 1.170 3.331 0.378 0.925 0.566
H 3.305 5.405 3.977 -0.410 -0.371 -0.661
H 2.435 -6.078 -2.012 -0.093 0.350 0.184
H -9.555 -3.685 3.381 0.093 0.195 0.001
H 0.497 0.823 -2.718 0.362 0.257 -0.357
O -0.324 -6.112 3.158 -4.964 1.566 -2.292
F -2.457 -1.437 2.395 0.510 -0.005 0.688
H 1.892 0.454 3.667 -0.244 0.339 -0.047
C 2.047 3.745 -5.659 0.473 -1.382 2.040
C -8.083 -0.864 3.095 1.731 -1.428 -0.295
H 4.952 3.210 -3.863 -0.228 -0.152 0.069
C -0.079 4.080 5.539 -0.226 -0.069 -1.447
H -0.090 2.498 -2.467 0.640 -0.036 0.159
H -4.763 0.682 4.874 -0.263 -0.156 0.157
N 1.713 -4.187 -4.636 -0.196 0.435 1.875
O -0.803 0.854 -0.332 -1.077 -0.778 1.253
C 4.329 4.261 2.296 -1.316 0.676 -0.969
N -1.336 4.459 4.757 -0.280 -0.256 0.728
H -2.684 -4.323 1.657 0.028 0.046 0.160
H 4.531 6.188 2.976 0.003 0.223 0.406
C 1.943 2.789 -0.735 -0.221 -1.076 -0.329
C -1.797 -4.410 2.283 -0.280 0.758 0.008
H -4.916 -1.630 3.098 -0.196 0.206 0.294
H 2.160 -0.189 -0.711 -0.197 0.154 0.259
C 4.427 -0.563 3.418 0.870 -1.332 0.112
O -2.788 -0.356 -5.500 1.649 -1.939 0.649
O -3.044 2.934 5.671 2.225 2.391 -1.558
N 3.817 3.629 -1.573 -1.360 -3.521 1.369
C 1.584 -3.299 -3.590 0.733 -2.478 -0.513
C 4.676 1.880 2.718 -2.242 -2.589 1.450
O -1.837 -2.649 -5.778 -0.254 1.377 0.492
N -2.505 -6.845 2.703 0.616 0.556 0.883
H 4.090 4.722 -4.257 -0.099 -0.046 0.368
H -6.514 0.803 5.428 0.422 -0.029 0.320
C -3.050 -2.063 -3.433 1.495 1.112 -0.427
C 4.049 2.302 -1.191 -1.658 2.230 0.279
H -9.231 -3.447 1.630 0.199 -0.092 0.131
H -1.921 -3.945 3.261 -0.579 0.411 0.099
S -0.735 -0.028 0.851 2.123 1.825 -0.457
H 5.053 1.903 -1.199 -0.190 -0.382 -0.070
H -0.916 1.545 -3.500 0.280 -0.386 -0.843
H -3.374 3.128 2.826 -0.019 -0.050 -0.110
H 1.859 3.295 3.335 -0.099 -0.346 -0.403
C 1.205 3.663 -4.561 -0.503 -0.573 -0.921
H -5.473 0.953 2.612 -0.210 0.042 -0.297
H -0.259 3.989 6.610 -0.059 -0.086 -0.292
H -1.637 2.671 2.796 -0.017 0.216 -0.133
H 5.510 -0.626 3.317 0.027 0.547 -0.083
S -1.991 -1.465 -4.896 0.246 0.843 0.428
C 2.173 -5.293 -2.707 -1.405 1.030 -2.386
H -2.795 -7.120 1.775 0.044 -0.122 -0.660
C 1.893 -3.319 -1.092 -1.439 -0.970 -0.204
H 4.054 -1.281 2.687 -0.375 -0.003 0.220
H -3.330 -6.452 3.133 -0.546 0.312 0.175
C 4.228 5.241 3.422 1.386 0.626 0.528
O 0.208 -1.095 0.592 -0.530 -1.128 0.344
C 4.802 4.517 -2.180 -0.215 0.119 0.421
H -1.702 5.352 5.056 -0.483 0.468 0.583
C 4.879 4.277 -3.650 0.746 0.063 -1.256
H 5.751 1.855 2.620 -0.060 0.108 -0.248
N -6.794 -0.495 3.234 -0.326 -2.249 -0.980
O -0.669 -1.078 -4.330 -2.084 -0.474 -1.026
N 2.534 2.454 -5.843 -0.904 -1.699 -0.344
C -2.555 2.673 3.383 0.554 0.147 0.053
F -3.035 -1.066 -2.508 -0.503 -1.046 -0.882
H 1.150 -5.119 -0.115 -0.492 -0.066 -0.283
N 0.970 2.322 -4.276 2.133 -1.911 -0.724
```
Forces are in eV/Å.

Properties
* gap between HOMO and LUMO (alpha / beta): 0.3289 / 0.1864 Ha
* multiplicity: 2
* LUMO (alpha / beta): -11.9 / -15.8 eV
* HOMO (alpha / beta): -20.8583 / -20.8583 eV
* total charge: +6